No. 1
Computed, not measured: a structure of composition C23H30FFeN8O7PS at a distorted geometry, with ωB97M-V/def2-TZVPD.

Geometry as XYZ:
```
72
Properties=species:S:1:pos:R:3:forces:R:3:mulliken_charge:R:1
H -1.095 -0.286 2.879 -0.01 0.05 -0.05 0.358
H -0.374 2.619 -3.146 0.00 -0.01 0.00 0.260
C 0.885 1.697 2.684 -0.21 -0.03 -0.18 -0.375
C -0.510 -1.145 2.574 0.00 0.04 0.01 0.015
H 5.368 0.180 2.926 0.00 0.00 0.00 0.406
C 2.050 -5.346 -0.647 -0.02 0.07 -0.01 -0.161
O -0.407 1.945 -0.953 0.37 0.13 0.17 -0.369
H 2.861 -5.476 0.056 0.00 -0.02 0.01 0.477
H -1.583 3.331 -4.232 -0.02 0.02 0.00 0.303
H -2.647 5.070 1.730 0.00 0.00 0.01 0.403
C 4.579 0.452 0.953 0.01 0.09 0.03 -0.522
H -3.950 0.944 1.312 0.01 0.00 -0.01 0.436
H 3.262 0.949 4.058 -0.01 0.02 0.00 0.509
H 5.469 0.155 0.418 0.00 0.00 -0.02 0.482
N -3.035 1.814 -0.364 -0.05 0.04 0.06 0.548
N 0.237 -0.999 1.497 -0.26 0.05 0.14 0.478
H -2.226 1.337 1.509 0.06 -0.08 0.03 0.067
C -4.035 1.394 -1.330 0.04 -0.10 -0.01 -1.165
C 4.507 0.477 2.340 0.00 0.03 0.03 -0.428
C 1.781 -4.074 -1.121 -0.04 -0.10 -0.06 -0.651
P -1.686 2.680 -0.740 0.08 0.04 -0.29 -0.437
H -3.456 3.555 1.294 0.00 0.04 -0.02 0.323
S 2.776 -2.695 -0.650 0.05 0.01 0.01 1.534
C -0.264 4.447 0.694 -0.08 0.03 -0.15 -1.109
N -0.530 -7.301 -2.417 0.06 -0.04 -0.10 -0.598
H -1.445 -7.071 -2.765 -0.03 0.00 0.05 0.218
H -2.367 5.499 -2.036 0.00 0.01 0.00 0.295
H 0.124 4.083 1.645 0.01 -0.02 0.03 0.319
O 0.757 2.101 3.842 0.10 -0.09 0.03 -0.809
C -1.080 3.436 -3.267 -0.05 -0.06 -0.04 -1.033
C 1.033 -2.021 1.113 0.06 0.02 0.00 0.184
O 4.143 1.004 -2.011 0.06 -0.07 0.08 -0.731
H -2.695 -0.064 0.531 0.02 0.01 -0.01 0.325
C -2.934 4.568 -2.159 -0.04 -0.08 -0.04 -1.121
C -2.974 0.955 0.816 0.01 0.08 0.07 -1.023
H 0.509 -2.851 -2.333 -0.01 0.01 0.00 0.412
C 0.724 -3.859 -1.996 -0.01 0.00 0.03 -0.409
N 1.738 -1.666 0.033 -0.04 0.19 0.12 0.082
H -1.128 -2.463 4.168 0.02 0.00 0.02 0.386
C -0.515 -2.331 3.289 0.01 -0.08 -0.01 -0.985
H -0.362 5.537 0.733 0.00 0.00 -0.01 0.337
H -3.643 4.495 -1.335 -0.01 -0.02 0.00 0.311
H -3.967 0.315 -1.502 0.04 0.01 -0.03 0.285
H -0.524 4.381 -3.270 0.01 0.00 0.01 0.282
H -0.533 -8.108 -1.816 -0.04 0.01 0.04 0.216
O 3.764 -3.169 0.289 -0.02 -0.01 -0.02 -0.793
N 1.089 -3.209 1.743 -0.02 0.00 -0.04 -0.487
C 3.341 0.887 2.982 0.09 0.10 -0.04 -0.706
H -3.894 1.902 -2.278 0.01 0.03 0.00 0.358
C 3.434 0.780 0.254 0.00 0.08 -0.03 0.450
H -0.884 -4.761 -3.086 0.01 0.00 0.00 0.275
C -0.055 -4.925 -2.405 0.01 0.02 -0.02 -0.826
H -2.090 3.534 2.432 0.01 0.01 0.00 0.216
H 1.482 -7.414 -0.696 0.01 0.00 -0.01 0.255
H 0.361 -4.298 3.310 -0.02 0.00 0.00 0.415
O 3.234 -2.075 -1.861 0.06 0.06 0.01 -0.801
C -2.494 4.005 1.529 0.03 0.02 0.00 -1.059
O 1.969 0.730 -1.548 -0.73 0.08 -0.45 -0.341
O 0.017 1.646 1.764 -0.39 0.23 0.25 -0.113
C 0.219 -6.215 -1.951 0.00 0.01 0.04 1.198
C 1.274 -6.415 -1.063 0.00 -0.01 0.00 -0.768
C 2.246 1.212 2.203 0.11 0.11 -0.03 0.591
H -5.037 1.617 -0.949 0.01 -0.01 0.01 0.322
C 0.312 -3.336 2.805 -0.01 0.02 0.01 -0.403
N -2.063 3.407 -2.192 0.20 0.14 0.10 0.418
N -1.571 3.854 0.418 -0.06 -0.20 0.24 0.715
F -0.618 -0.556 -0.973 -0.61 -0.36 -0.58 -0.738
Fe 0.639 0.392 -0.190 2.14 0.13 0.88 0.914
N 2.318 1.119 0.879 -0.77 -0.68 -0.13 0.398
H 0.447 4.182 -0.087 0.01 -0.02 -0.01 0.323
C 3.225 0.813 -1.241 -0.13 0.07 -0.14 0.475
H -3.502 4.629 -3.093 0.00 0.01 0.00 0.382
```
Forces are in eV/Å.

Computed properties:
Spin multiplicity: 2
Energy above the lowest of the compared OMol25 structures with the same formula, charge and spin: 20.3 kcal/mol
E_HOMO (alpha / beta): -5.52 / -5.53 eV
Expectation value of S²: 1.183
Electronic energy: -107825.5673 eV
Charge: -1

No. 2
Computed, not measured: a structure of composition C23H30MnNO8 at a distorted geometry, with ωB97M-V/def2-TZVPD.

Geometry as XYZ:
```
63
Properties=species:S:1:pos:R:3:forces:R:3:mulliken_charge:R:1
H 2.530 -3.131 2.774 -0.37 0.34 0.01 0.364
O -2.061 2.063 -4.928 -0.27 0.35 0.16 -0.382
H -1.442 -0.843 5.572 0.16 0.03 -0.43 0.399
Mn 0.195 -0.791 2.712 -0.40 0.27 1.71 0.521
H 2.180 3.309 0.031 0.17 -0.14 0.03 0.379
H -1.819 2.336 -1.973 -0.02 -0.23 -0.11 0.205
C -0.306 -0.013 -0.058 0.91 0.36 1.54 -1.269
O 0.628 -1.025 7.036 0.40 -0.62 -0.20 -0.672
C 2.305 1.373 -0.859 -0.20 -0.01 -0.19 0.287
H 0.762 -3.298 4.774 -0.06 0.44 -0.18 0.773
H -3.496 0.559 -5.016 0.04 0.12 0.22 0.156
C 2.992 0.081 -0.874 0.54 -0.73 0.17 -1.018
H 0.932 2.195 3.519 -0.13 -0.15 -0.06 0.387
C -1.133 -1.777 -5.645 0.04 -0.05 -0.08 -0.814
C -0.900 1.097 2.848 -1.36 -0.66 1.49 -0.546
H -3.365 1.334 -3.385 0.16 0.03 -0.47 0.284
C 1.052 1.579 -1.591 -1.28 0.22 -0.15 0.296
C -0.666 -2.501 1.832 1.07 -1.09 0.03 -0.414
H -0.436 2.160 -0.068 -0.02 -0.43 -0.10 0.930
C 0.536 -2.957 3.774 -1.16 -0.77 -0.81 -0.733
H -1.489 -2.465 1.126 0.10 0.30 0.11 0.522
H 0.402 1.085 5.901 0.09 -0.26 -0.07 0.437
C -1.060 -0.206 4.773 -0.06 1.55 1.23 -0.704
C 0.209 1.398 3.675 -0.67 0.41 1.45 -0.997
C -1.652 0.016 3.495 0.70 2.00 -1.00 -0.815
C -1.160 -0.387 -3.778 -1.08 -0.85 1.57 -0.527
H -2.604 -0.358 3.124 0.22 -0.10 0.10 0.368
C -3.317 1.494 -4.472 0.57 0.13 -0.04 -0.495
H -0.789 -1.702 -6.674 -0.04 -0.10 0.01 0.251
H -1.266 1.667 1.998 0.45 -0.50 -0.10 0.649
H 3.405 2.221 0.746 -0.14 0.15 -0.09 0.431
H 2.389 -0.716 -0.407 0.06 0.22 -0.02 0.021
C -0.669 0.919 -3.181 -0.58 -0.18 -1.17 2.905
O 0.531 0.038 1.045 0.44 1.13 -3.36 -0.576
C 1.465 -2.895 2.701 -0.50 0.42 -0.18 -0.764
H 1.443 1.046 -3.705 -0.06 -0.14 0.22 0.381
H 3.929 0.155 -0.303 -0.16 -0.15 -0.12 0.451
H 1.022 -0.331 -2.636 -0.05 0.29 -0.03 0.549
H -0.011 -0.832 -0.748 -0.11 0.03 -0.25 0.101
O 0.075 2.634 -4.680 -1.58 -0.35 -0.11 -0.633
H -2.189 0.611 -1.652 0.19 0.18 0.14 0.640
C 0.039 0.699 4.960 -2.44 1.02 -1.92 0.340
H 1.170 -2.607 0.506 -0.10 0.38 0.13 0.589
N 1.403 -1.323 6.119 1.77 1.56 -2.31 0.990
O -1.826 -1.222 -3.188 0.74 0.76 -0.96 -0.585
C 0.748 -2.585 1.505 -1.11 -1.86 0.37 -0.520
H -4.063 2.234 -4.772 0.04 -0.18 0.12 0.321
H 3.702 2.979 -0.824 0.03 0.11 0.04 0.337
H -1.700 -2.759 3.826 0.27 0.28 -0.16 0.577
H 1.020 2.640 -1.892 -0.03 -0.12 -0.15 0.590
O 2.109 -2.346 6.082 -0.60 0.24 1.08 -0.706
H 3.248 -0.246 -1.896 0.03 -0.02 0.07 0.199
H -1.359 -0.259 0.227 0.13 0.23 -0.11 0.064
C -0.777 -2.675 3.259 1.31 -1.84 -0.42 -0.901
H -0.642 -2.613 -5.132 -0.16 0.20 -0.09 0.306
C -0.863 1.952 -4.311 1.67 0.33 0.41 0.746
C 0.830 0.730 -2.855 0.11 0.16 0.13 -2.535
O 1.555 -0.493 5.075 1.39 -2.66 2.75 -0.320
C -0.295 1.343 -0.793 0.17 -0.50 -0.06 1.029
O -0.762 -0.532 -5.051 0.04 -0.33 -0.07 -0.248
C -1.387 1.328 -1.869 0.22 0.43 -0.26 -2.106
H -2.220 -1.915 -5.609 0.24 0.00 0.03 0.320
C 2.918 2.527 -0.191 0.24 0.34 0.46 -1.817
```
Forces are in eV/Å.

Computed properties:
Spin multiplicity: 5
E_HOMO (alpha / beta): 0.97 / 0.84 eV
Expectation value of S²: 6.091
Electronic energy: -73518.1598 eV
Charge: -2

No. 3
Computed, not measured: the molecule C23H30N2O4S at a distorted geometry, with ωB97M-V/def2-TZVPD.

Geometry as XYZ:
```
60
Properties=species:S:1:pos:R:3:forces:R:3:mulliken_charge:R:1
H 4.043 -0.009 -1.694 0.07 0.09 0.05 0.368
H -0.550 2.951 -1.405 0.08 -0.05 0.02 0.295
H -3.421 3.412 4.605 0.04 0.08 0.03 0.373
C -2.508 2.923 4.261 -0.28 -0.22 -0.01 -0.779
H -1.892 -0.207 0.403 -0.08 0.02 0.01 -0.022
C 2.271 -0.617 -4.561 0.24 0.18 0.63 -0.710
C -2.409 1.096 -1.227 -0.37 -0.37 0.16 -1.539
C 2.362 -2.439 -0.930 0.55 0.05 -0.29 0.459
C -0.036 1.647 0.223 0.06 0.12 -0.25 -0.094
H -0.886 -0.010 5.107 0.09 0.03 0.03 0.354
C -1.129 0.628 3.061 0.27 0.30 0.00 0.225
H -3.478 1.976 2.600 -0.09 -0.05 -0.05 0.299
C -2.257 0.826 0.271 -0.11 0.18 -0.21 -0.035
C 1.450 -1.869 1.215 0.04 0.00 -0.02 -1.069
H 1.585 -1.505 2.223 0.02 0.03 0.08 0.470
C 3.914 -0.648 -2.562 -0.41 -0.92 0.65 -0.836
H 3.519 -1.660 0.666 0.07 0.05 0.15 0.516
H -0.655 -2.209 1.427 -0.09 0.02 0.05 0.430
H -2.180 1.865 6.113 -0.07 -0.05 0.04 0.368
C -1.337 1.933 2.280 -0.31 -0.13 0.03 -0.446
O 4.996 -2.508 -0.998 -0.05 0.20 0.27 -0.704
H -1.676 3.609 4.436 0.02 0.09 0.03 0.374
C 0.198 -2.265 0.766 0.05 -0.02 0.04 -0.185
C 1.122 -2.853 -1.398 -0.14 -0.09 -0.03 0.652
H 0.654 2.366 0.670 0.02 -0.01 0.01 0.583
H 1.781 -3.410 -3.363 -0.17 -0.05 -0.08 0.322
C 2.527 -1.949 0.355 0.07 0.06 0.29 -0.760
C 0.881 -3.416 -2.760 -0.06 -0.05 -0.25 -1.726
H -0.935 -3.044 -0.869 -0.11 -0.05 -0.05 0.420
C 2.647 -0.416 -3.262 -0.10 0.03 -0.99 0.117
H 4.773 -0.601 -3.222 0.08 -0.09 -0.02 0.558
H -1.973 -0.042 2.884 -0.05 -0.09 -0.06 0.297
H -2.819 2.100 -1.378 -0.01 -0.05 0.02 0.329
S 3.882 -2.389 -1.901 0.49 0.38 -0.12 1.340
H -3.230 0.923 0.750 -0.03 -0.07 0.00 0.541
H -0.151 1.553 4.739 0.08 0.00 0.04 0.372
H 0.233 -0.482 -5.458 -0.21 -0.05 -0.13 0.576
O 3.854 -3.279 -3.029 -0.28 0.03 -0.10 -0.674
C -0.163 1.932 -1.276 0.49 0.17 0.26 -1.116
H -2.764 3.541 2.202 -0.03 -0.02 -0.08 0.334
C 0.042 -2.743 -0.520 0.13 0.01 -0.03 -0.403
C -2.278 1.637 5.050 0.26 0.20 0.08 -0.695
N -1.110 1.017 -1.860 -0.12 0.08 0.09 0.144
H 0.806 1.856 -1.762 -0.12 0.05 0.01 0.502
H 2.910 -0.894 -5.373 0.21 -0.10 -0.14 0.543
H -3.059 0.357 -1.697 0.05 0.13 0.06 0.510
H -0.498 2.602 2.512 -0.02 -0.02 0.02 0.395
C 0.876 -0.404 -4.607 -0.33 0.31 0.67 -0.720
H -3.142 0.979 4.927 -0.07 -0.05 0.04 0.328
N -1.342 1.802 0.830 0.06 0.09 -0.02 0.229
H 0.535 -4.446 -2.665 -0.01 -0.07 -0.02 0.493
C -0.885 0.092 -2.814 -0.09 0.02 0.14 0.786
C -1.025 0.922 4.555 -0.25 -0.21 0.00 -0.858
O -1.777 -0.611 -3.269 0.05 -0.13 -0.23 -0.721
O 1.572 -0.077 -2.514 -0.06 0.14 0.18 -0.049
H 0.095 -2.853 -3.262 -0.06 0.02 -0.02 0.272
C 0.491 -0.072 -3.335 0.18 -0.34 -0.98 0.292
H 0.378 0.630 0.355 0.02 0.09 -0.01 -0.205
C -2.614 2.621 2.769 0.37 0.19 0.10 -0.743
H -0.220 0.133 2.715 0.01 -0.10 -0.07 -0.378
```
Forces are in eV/Å.

Computed properties:
Energy above the lowest of the compared OMol25 structures with the same formula, charge and spin: 24.0 kcal/mol
SMILES: Cc1ccccc1S(=O)(=O)Cc1ccc(C(=O)N2CCN(C3CCCCC3)CC2)o1
E_HOMO: -8.57 eV
Electronic energy: -46343.2280 eV
Charge: 0

No. 4
Computed, not measured: the molecule C23H30N2O5, with ωB97M-V/def2-TZVPD.

Geometry as XYZ:
```
60
Properties=species:S:1:pos:R:3:forces:R:3:mulliken_charge:R:1
C -0.728 3.730 -0.142 -0.31 -0.18 0.53 0.444
H 2.629 -0.738 2.110 0.00 -0.08 0.10 0.346
H -4.066 2.564 -1.276 -0.12 -0.14 -0.03 0.378
O -1.715 -0.416 0.786 -0.12 0.04 -0.18 -0.498
C -0.436 -4.983 0.190 0.05 -0.09 0.05 -0.496
C -3.258 3.889 0.256 0.05 -0.16 0.06 0.425
H -2.638 1.407 -0.332 0.05 -0.09 0.05 0.236
C -0.503 -3.513 -1.701 0.01 -0.04 -0.04 -0.521
O 2.536 -2.941 0.563 -0.09 0.35 -0.43 -0.343
H 1.607 4.476 -0.801 0.12 -0.09 0.13 0.483
C 2.457 -1.627 0.170 0.07 -0.19 0.04 1.573
C 2.316 -1.348 -1.202 0.10 0.10 -0.15 -0.192
H 2.303 -4.175 -1.405 0.10 0.07 -0.10 0.161
H -4.065 3.832 2.267 -0.02 0.01 0.15 0.394
H -2.902 3.769 -1.868 -0.01 -0.01 -0.12 0.360
C -4.353 3.538 1.261 0.21 0.14 -0.11 -1.496
C 2.207 1.041 -0.718 0.01 -0.02 0.00 0.787
H -0.059 -1.077 1.803 -0.23 -0.12 -0.05 0.213
C 2.688 -3.227 1.929 0.04 -0.05 0.16 -0.986
C 2.504 -0.558 1.054 0.09 -0.19 0.07 -0.585
H -5.277 4.052 1.004 -0.12 0.02 0.00 0.451
H 2.926 -3.950 -3.060 0.04 0.00 0.05 0.272
C 2.886 -3.523 -2.057 0.17 -0.48 -0.04 -0.723
N 0.428 3.259 0.354 0.49 -0.17 0.21 0.031
H -3.042 4.960 0.320 0.04 -0.09 -0.01 0.394
C -0.359 -4.787 -1.179 -0.02 -0.08 -0.07 -0.662
C -0.664 -3.910 1.031 -0.01 0.12 0.01 -0.488
H -4.541 4.248 -1.432 -0.12 -0.01 -0.05 0.446
C -0.803 -2.629 0.513 -0.20 0.13 -0.04 0.657
H 3.059 2.716 -1.715 -0.03 0.04 -0.07 0.446
O -0.557 1.110 1.998 0.09 0.01 0.32 -0.766
H 0.392 2.547 1.074 -0.17 0.08 -0.02 0.202
C -3.715 3.590 -1.171 0.23 0.18 0.11 -1.604
O -0.807 4.522 -1.059 -0.05 0.27 -0.35 -0.696
C -0.715 -2.438 -0.858 -0.06 0.05 0.07 -0.181
C 2.174 -0.027 -1.605 0.00 -0.26 0.17 -0.735
H -1.608 -1.784 2.318 0.10 0.05 -0.13 0.346
N -2.054 1.740 0.417 -0.35 0.05 -0.27 0.096
O 2.279 -2.261 -2.217 -0.25 0.38 0.23 -0.415
H 3.902 -3.430 -1.664 -0.03 0.00 -0.02 0.314
H 2.454 1.538 1.362 -0.02 0.12 0.10 0.294
H 2.048 0.150 -2.663 -0.01 0.01 -0.16 0.455
H 1.360 2.435 -2.082 0.03 0.04 -0.03 0.396
C -1.373 0.837 1.142 -0.04 -0.14 -0.05 0.683
C 2.097 2.438 -1.274 0.03 0.22 0.15 -0.903
H 3.622 -2.817 2.327 -0.05 0.01 0.00 0.355
C 2.393 0.755 0.624 -0.02 0.03 -0.16 -0.843
H -0.733 -4.066 2.099 -0.04 -0.03 0.13 0.402
H 2.716 -4.314 1.994 -0.01 0.06 0.07 0.286
H -0.322 -5.975 0.603 -0.01 -0.08 0.03 0.417
H -0.186 -5.627 -1.837 0.00 -0.07 -0.06 0.415
C 1.703 3.525 -0.270 0.04 -0.02 -0.36 -1.348
H -1.748 3.321 1.693 -0.05 -0.02 -0.15 0.380
H -0.814 -1.442 -1.263 -0.02 0.09 -0.05 0.361
H -4.545 2.467 1.258 -0.07 -0.12 0.03 0.251
H -0.435 -3.352 -2.766 0.02 0.02 -0.10 0.352
H 2.461 3.630 0.508 -0.03 0.05 -0.04 0.409
H 1.844 -2.854 2.518 0.02 0.01 0.01 0.326
C -1.951 3.172 0.624 0.08 0.36 -0.01 -0.164
C -1.021 -1.470 1.445 0.40 -0.11 0.45 -0.589
```
Forces are in eV/Å.

Computed properties:
Energy above the lowest of the compared OMol25 structures with the same formula, charge and spin: 6.3 kcal/mol
SMILES: COc1ccc(CCNC(=O)[C@H](NC(=O)OCc2ccccc2)C(C)C)cc1OC
E_HOMO: -8.07 eV
Electronic energy: -37556.6334 eV
Charge: 0